(1)
Entry from the Open Molecules 2025 dataset: a molecular structure, C6H18AlN5O7P in a non-equilibrium geometry (wB97M-V/def2-TZVPD).

Geometry (Å):
Al  3.27142  -2.12064  0.45283
N  5.00180  0.80370  0.66744
O  5.43427  1.89782  0.38738
O  3.92880  0.66638  1.22997
O  5.54318  -0.20059  0.28497
N  2.15800  -3.83235  -2.34154
O  1.65240  -4.07087  -3.44299
O  3.30484  -3.41779  -2.15314
O  1.41516  -3.77362  -1.34556
O  1.18080  -0.21194  0.16960
P  -0.22790  0.24492  0.26390
N  -0.57613  1.63121  1.27254
C  -0.59783  1.50688  2.73917
C  -0.24958  2.97856  0.95102
N  -1.32373  -1.00018  0.84984
C  -2.69751  -0.77612  1.28491
C  -1.05467  -2.32645  0.36137
N  -1.05987  0.57909  -1.24490
C  -0.56957  0.01245  -2.47709
C  -2.03288  1.61103  -1.49873
H  -1.44252  2.07226  3.13279
H  0.26333  1.95952  3.23073
H  -0.59422  0.44008  2.96289
H  0.78494  3.15447  1.24587
H  -0.82351  3.66607  1.57233
H  -0.50627  3.22226  -0.07991
H  -2.79941  0.25110  1.63497
H  -3.34876  -0.86068  0.41495
H  -2.92110  -1.35321  2.18217
H  -0.14254  -2.78064  0.74846
H  -1.92873  -2.89064  0.68661
H  -0.97461  -2.38194  -0.72427
H  0.34174  -0.53835  -2.24424
H  -1.26578  -0.63395  -3.01148
H  -0.31102  0.75656  -3.23044
H  -1.58029  2.56215  -1.77915
H  -2.74791  1.63815  -0.67646
H  -2.50434  1.51532  -2.47682

The calculation puts the total energy at -1622.62532 hartree. Its spin multiplicity is 2. As for the net charge: +2.

***

(2)
Entry from the Open Molecules 2025 dataset: C13H23BFN3O3S2Si in the gas phase in a non-equilibrium geometry (wB97M-V/def2-TZVPD).

Geometry (Å):
C  -1.81483  -4.29147  -0.59950
N  -2.07116  -2.94905  -1.18575
C  -2.83386  -2.19919  -0.17122
B  -0.83794  -2.31719  -1.56198
O  0.10474  -3.11654  -2.26610
Si  -0.31808  -0.41593  -1.18714
C  -1.54525  0.74714  -2.06952
C  -2.31069  1.69144  -1.16255
F  -2.99695  2.60775  -1.97666
C  1.41776  0.02017  -1.86355
C  1.86467  1.43477  -1.40498
C  3.24585  1.46611  -0.71998
S  3.30198  0.77685  0.95771
C  2.99250  2.16413  2.05741
S  4.19571  2.95868  2.74172
N  1.62509  2.46511  2.30389
C  0.89563  1.86635  3.27486
C  -0.35463  2.36972  3.18411
N  -0.37574  3.29345  2.18031
C  0.79566  3.34643  1.66443
C  -0.26062  -0.17198  0.70089
C  0.28854  -1.36104  1.44798
O  -0.24591  -1.76958  2.45827
O  1.44298  -1.97898  1.02220
H  -1.28735  -4.20285  0.35560
H  -2.77910  -4.75495  -0.38863
H  -1.29437  -4.94057  -1.29542
H  -3.72177  -2.78829  0.07266
H  -3.21183  -1.25025  -0.54887
H  -2.30487  -2.07106  0.77568
H  0.62801  -3.61457  -1.62819
H  -2.28601  0.12391  -2.57500
H  -1.02603  1.31312  -2.84420
H  -1.68003  2.29905  -0.51489
H  -3.09122  1.15979  -0.62033
H  2.11401  -0.69176  -1.40633
H  1.47321  -0.09286  -2.94419
H  1.95635  2.09160  -2.27279
H  1.13609  1.90716  -0.74062
H  3.90254  0.84303  -1.32717
H  3.68355  2.46418  -0.73356
H  1.22309  1.13307  3.99016
H  -1.17112  2.06569  3.81119
H  1.10665  3.96138  0.83890
H  0.33449  0.69246  0.99677
H  -1.26982  0.03370  1.04988
H  1.36009  -2.31811  0.12451

The calculation puts the total energy at -2109.75118 hartree. As for the net charge: 0. The SMILES is CN(C)B(O)[Si@](CCF)(CCCSC(=S)n1ccnc1)CC(=O)O.

***

(3)
Entry from the Open Molecules 2025 dataset: a gas-phase ion, C3H6N3S (charge +1) in a non-equilibrium geometry (wB97M-V/def2-TZVPD).

Geometry (Å):
C  -1.95605  -1.76970  0.88832
C  -0.14155  0.03245  -0.39329
C  1.67978  0.98923  0.79378
N  -2.79133  -2.24864  0.25390
N  -0.98219  -0.27989  -1.31528
N  0.93292  0.69659  -0.41899
S  -0.69167  -0.87700  1.47088
H  0.99132  1.28394  1.52158
H  2.36876  1.68061  0.58227
H  2.12596  0.06206  1.08489
H  -1.13109  0.08093  -2.32871
H  -1.56202  -0.99592  -0.99881
H  1.15716  1.34534  -1.14054

As for the net charge: +1. The energy above the lowest of the compared OMol25 structures with the same formula, charge and spin comes out at 42.56 kcal/mol.

***

(4)
Entry from the Open Molecules 2025 dataset: C6H7N in the gas phase in a non-equilibrium geometry (wB97M-V/def2-TZVPD).

Geometry (Å):
N  1.98994  0.54824  0.93070
C  2.41259  -0.16537  0.07541
C  0.45515  0.53375  0.73205
C  -0.23255  -0.85736  0.89016
C  -0.87874  -1.11957  -0.44953
C  -0.78394  -0.07735  -1.26799
C  -0.05370  1.08424  -0.63608
H  0.19644  1.19417  1.54173
H  0.46292  -1.64914  1.18578
H  -0.99407  -0.79302  1.67765
H  -1.38237  -2.05530  -0.68400
H  -1.19765  -0.03252  -2.27347
H  0.74977  1.47185  -1.27021
H  -0.74379  1.91738  -0.45221

As for the net charge: 0. The energy above the lowest of the compared OMol25 structures with the same formula, charge and spin comes out at 65.01 kcal/mol.

***

(5)
Entry from the Open Molecules 2025 dataset: 6 unconnected molecules or ions with the total composition C25H50BBr2N2O13 in a non-equilibrium geometry (wB97M-V/def2-TZVPD).

Geometry (Å):
C  0.95743  1.88839  2.79715
C  1.28667  3.36184  2.89200
Br  2.91418  3.65030  1.77793
C  0.14819  4.27982  2.35975
N  -1.00576  3.50675  1.85949
C  -2.22443  3.73286  2.59476
Br  -2.80519  5.66125  2.27878
B  -3.36746  2.81211  1.92609
N  -3.41986  1.37226  2.12753
O  -4.34435  3.36188  1.12193
C  -2.05605  3.44492  4.11401
O  -1.44208  4.27470  4.81834
O  -2.56263  2.37998  4.53258
H  0.93982  1.55069  1.76913
H  1.74953  1.32728  3.28856
H  0.03493  1.65664  3.32237
H  1.57836  3.62535  3.89802
H  -0.12895  5.03707  3.08387
H  0.56887  4.80383  1.50608
H  -1.14936  3.80668  0.90712
H  -4.19660  1.19840  2.75676
H  -2.59307  1.07340  2.62991
H  -5.15040  2.85340  1.24367
O  -0.14854  -0.70442  0.42576
C  -1.15348  -1.11570  -0.08082
O  -1.31875  -2.45125  -0.21187
C  -2.54095  -3.04189  -0.66306
C  -2.62408  -3.03000  -2.17476
C  -2.20395  -0.18898  -0.64504
H  -3.40198  -2.56189  -0.19334
H  -2.52288  -4.06904  -0.29821
H  -2.62194  -2.02172  -2.56034
H  -3.53351  -3.52725  -2.51634
H  -1.76278  -3.53742  -2.60635
H  -1.89761  0.13642  -1.63962
H  -2.29058  0.67578  0.00669
H  -3.19340  -0.63518  -0.70228
O  -1.97725  -1.66346  -4.59158
C  -2.06838  -0.50445  -4.89751
O  -3.18215  -0.07996  -5.52040
C  -3.45059  1.30052  -5.77982
C  -2.76283  1.77773  -7.04266
C  -0.93608  0.46404  -4.66739
H  -3.19822  1.91205  -4.91271
H  -4.53059  1.36678  -5.90268
H  -1.67735  1.70642  -6.96316
H  -3.02441  2.81584  -7.25027
H  -3.06434  1.16137  -7.89041
H  -0.20740  0.35483  -5.46759
H  -0.46348  0.21927  -3.71779
H  -1.24554  1.50391  -4.60712
O  1.20430  1.97682  -6.48921
C  2.31354  1.54569  -6.64084
O  2.46712  0.31114  -7.14936
C  3.73455  -0.24298  -7.50934
C  4.44567  -0.84161  -6.31344
C  3.52599  2.32850  -6.19664
H  4.34413  0.49686  -8.03080
H  3.51247  -1.02713  -8.23116
H  4.66666  -0.08907  -5.55677
H  5.38324  -1.30629  -6.61979
H  3.81677  -1.59557  -5.84051
H  3.65648  2.19335  -5.12384
H  3.34638  3.38051  -6.40337
H  4.44547  2.05472  -6.70860
O  3.95328  1.77783  4.66790
C  3.79074  0.78993  5.32344
O  4.86196  0.07959  5.74766
C  4.76340  -1.02352  6.65133
C  4.41136  -2.30512  5.92479
C  2.39741  0.28494  5.59745
H  4.06850  -0.80088  7.46296
H  5.75019  -1.11678  7.10437
H  3.43619  -2.23665  5.44261
H  4.39344  -3.15135  6.61298
H  5.14431  -2.50290  5.14172
H  2.04242  -0.26238  4.72562
H  1.74849  1.14049  5.77074
H  2.31758  -0.35323  6.47502
O  0.78220  -2.96267  4.89411
C  -0.13203  -3.34576  4.22072
O  -0.26464  -4.66664  3.98331
C  -1.39602  -5.22605  3.31950
C  -1.25774  -5.14105  1.81309
C  -1.08187  -2.36845  3.56786
H  -2.31963  -4.76989  3.67937
H  -1.42546  -6.27120  3.62558
H  -1.20243  -4.10739  1.47099
H  -2.10661  -5.62192  1.32386
H  -0.33980  -5.63323  1.49108
H  -0.61668  -1.98001  2.66014
H  -1.25467  -1.54534  4.25773
H  -2.05536  -2.78749  3.32259

The calculation puts the total energy at -7243.27794 hartree. As for the net charge: -1.

***

(6)
Entry from the Open Molecules 2025 dataset: a molecular structure, C7H20NbO3S2V in a non-equilibrium geometry (wB97M-V/def2-TZVPD).

Geometry (Å):
O  3.51710  -0.00528  2.38279
S  3.82207  0.13682  0.96616
O  4.14976  1.49304  0.65989
O  5.04627  -0.74320  0.51700
C  2.31952  -0.32180  0.12107
C  1.92142  0.86754  -0.76576
C  0.63272  0.58035  -1.55214
C  -0.31980  1.63397  -1.01767
Nb  -0.91511  1.10630  1.09538
C  -2.83233  0.03345  0.59883
C  -2.53166  -1.00630  -0.51230
C  -3.31246  -2.32449  -0.20231
S  -3.85559  -3.00927  -1.80586
H  4.91559  -1.65494  0.84402
H  1.57230  -0.45958  0.90392
H  2.41859  -1.19389  -0.52323
H  1.76442  1.78610  -0.17339
H  2.75946  1.02519  -1.44339
H  0.82752  0.78477  -2.61359
H  0.31011  -0.46106  -1.53017
H  -1.21057  1.85617  -1.61996
H  0.24976  2.56956  -0.96689
H  -1.86166  2.66636  1.18090
H  -1.33489  0.78101  2.85744
H  0.11180  -0.42820  1.13198
H  0.55078  2.08346  1.74416
H  -3.52621  0.79600  0.22865
H  -3.24074  -0.43121  1.49726
H  -2.85836  -0.57828  -1.45804
H  -1.46105  -1.25440  -0.48693
H  -2.65706  -3.04152  0.28362
H  -4.21547  -2.13284  0.37249
H  -3.00157  -2.40021  -2.65994
V  2.24533  1.24636  1.94601

As for the net charge: +2. The energy above the lowest of the compared OMol25 structures with the same formula, charge and spin comes out at 0.00 kcal/mol.

***

Asked for M across the records above, the calculation gives 330.2 391.4 116.2 93.1 757.3 360.2 Da in order.